1.
{
  "formula": "C18H15Br9F24O3",
  "method": "ωB97M-V/def2-TZVPD",
  "e_tot_ev": -720652.8890,
  "homo_lumo_gap_ev": 9.7,
  "de_lowest_kcal_mol": 28.47,
  "elements": ["C", "C", "C", "F", "F", "F", "F", "O", "C", "C", "F", "F", "F", "F", "H", "H", "H", "H", "C", "C", "C", "F", "F", "F", "F", "O", "C", "C", "F", "F", "F", "F", "H", "H", "H", "H", "C", "C", "C", "F", "F", "F", "F", "O", "C", "C", "F", "F", "F", "F", "H", "H", "H", "H", "C", "Br", "Br", "Br", "H", "C", "Br", "Br", "Br", "H", "C", "Br", "Br", "Br", "H"],
  "positions_angstrom": [[4.78297, -27.13512, -36.38608], [5.32523, -26.62331, -35.03539], [4.47052, -27.03954, -33.85061], [4.33751, -28.36398, -33.64999], [4.89998, -26.37050, -32.72822], [6.58442, -27.12278, -34.89514], [5.45568, -25.28518, -35.10491], [3.36607, -27.18272, -36.51292], [2.63977, -26.00578, -36.75414], [1.17096, -26.38976, -36.63929], [0.88722, -26.92796, -35.42600], [0.36537, -25.34158, -36.88534], [2.99709, -25.01294, -35.94355], [2.98835, -25.71176, -38.03964], [5.06390, -28.17789, -36.52005], [5.16362, -26.55295, -37.22618], [3.44757, -26.65880, -33.95134], [0.96000, -27.19710, -37.34637], [2.19912, -32.95088, -29.22034], [1.32086, -32.59585, -30.39734], [0.21528, -31.56589, -30.10835], [0.67040, -30.34144, -29.79119], [-0.60337, -31.47454, -31.19060], [2.10232, -32.14854, -31.40948], [0.64396, -33.72800, -30.75146], [1.34652, -33.20898, -28.10689], [2.01178, -33.46249, -26.93461], [1.06585, -33.62868, -25.72697], [0.16592, -34.62735, -25.90306], [1.72930, -33.87182, -24.59231], [2.80305, -34.53013, -27.07622], [2.76253, -32.36545, -26.68438], [2.84753, -32.09522, -29.03425], [2.84453, -33.80153, -29.43982], [-0.42134, -32.00132, -29.33567], [0.48009, -32.71187, -25.62827], [0.22774, -24.50612, -33.13037], [1.60382, -24.11954, -32.59721], [1.98653, -24.95518, -31.35905], [1.90810, -26.27804, -31.67785], [3.27545, -24.71543, -30.97719], [2.53081, -24.31351, -33.56384], [1.56695, -22.78516, -32.35852], [-0.72401, -24.25738, -32.12635], [-1.99423, -24.74895, -32.35330], [-2.98214, -23.91115, -31.51492], [-2.87984, -22.60861, -31.83681], [-4.25129, -24.33540, -31.71907], [-2.30425, -24.59566, -33.66466], [-2.06839, -26.03818, -32.03690], [0.19479, -25.54330, -33.47763], [0.01796, -23.89582, -34.01430], [1.41048, -24.79089, -30.44470], [-2.81538, -24.05612, -30.44277], [4.77767, -28.53620, -30.22540], [5.39288, -30.38755, -29.96504], [5.95227, -27.45091, -29.08621], [2.88166, -28.30790, -29.76324], [4.93433, -28.19628, -31.24020], [9.23060, -30.24020, -29.92179], [10.02600, -30.14776, -28.14861], [9.44500, -31.99484, -30.75262], [10.02204, -28.91411, -31.09221], [8.19597, -29.94992, -29.79281], [5.86496, -29.25798, -25.71948], [4.21463, -29.62641, -24.74096], [6.44615, -30.84576, -26.71506], [7.25714, -28.55027, -24.61136], [5.55225, -28.53520, -26.46123]],
  "forces_ev_per_a": [[-0.380, -0.172, -0.449], [0.418, -0.781, -1.213], [-2.175, 2.011, 0.743], [1.048, -0.063, 0.014], [0.647, -1.008, -0.127], [-0.006, -0.127, 0.065], [-0.190, 0.151, 0.583], [-1.262, 0.447, 1.348], [2.255, -2.025, -0.453], [-0.566, -1.108, -0.742], [0.241, 0.690, 0.294], [0.178, 0.145, 0.297], [-0.240, 0.203, -0.377], [-0.872, 1.134, 0.177], [0.223, 0.070, 0.149], [0.471, 0.132, 0.298], [0.165, -0.065, -0.518], [0.088, 0.292, -0.264], [0.495, 0.666, 0.156], [-0.217, 0.023, 0.266], [-1.039, -1.001, 0.104], [0.088, -0.308, -0.012], [0.449, 0.328, -0.283], [-0.122, -0.428, -0.043], [0.228, 0.210, -0.505], [-0.532, -0.508, 0.497], [-0.348, 0.436, -0.668], [-1.343, 0.474, -0.361], [0.387, -0.193, -0.343], [0.526, -0.023, -0.108], [0.491, -0.177, 0.203], [0.679, -0.140, 0.620], [-0.016, 0.132, 0.180], [-0.258, -0.129, -0.229], [0.221, 0.433, 0.431], [0.196, 0.156, 0.095], [0.158, -0.400, -1.194], [-0.858, -0.108, -0.163], [0.917, 0.070, 1.089], [-0.223, 0.481, -0.522], [-0.191, 0.146, -0.534], [-0.068, -0.213, 0.170], [0.347, -0.227, 0.615], [-0.781, -0.077, 0.727], [0.677, 1.575, -0.410], [-0.114, -0.458, 0.966], [-0.039, -0.228, -0.148], [0.051, 0.053, -0.546], [-0.161, -0.398, 0.092], [-0.205, -0.482, -0.027], [0.238, -0.013, 0.312], [0.182, 0.154, 0.141], [-0.497, 0.202, -0.496], [0.426, 0.201, -0.104], [0.043, -0.128, 1.086], [-0.658, 0.590, -0.817], [-0.426, 0.017, -0.378], [1.258, -0.342, -0.066], [-0.044, -0.258, 0.021], [0.696, 0.131, -0.026], [-0.131, -0.149, -0.409], [-0.363, 0.503, 0.492], [-0.132, -0.014, 0.144], [-0.092, -0.405, -0.159], [-0.513, -0.613, -0.227], [0.461, 0.014, -0.059], [-0.054, 0.460, 0.751], [-0.181, -0.056, -0.153], [0.352, 0.096, 0.012]]
}



2.
{
  "formula": "C18H15BrN11O2Sc",
  "method": "ωB97M-V/def2-TZVPD",
  "e_tot_ev": -130138.8107,
  "homo_lumo_gap_ev": 7.7,
  "elements": ["Sc", "O", "C", "C", "C", "C", "C", "C", "C", "O", "N", "N", "C", "C", "Br", "C", "C", "C", "C", "C", "C", "C", "H", "H", "H", "H", "H", "H", "H", "H", "H", "H", "H", "H", "H", "H", "N", "C", "N", "N", "N", "N", "C", "N", "N", "N", "N", "H"],
  "positions_angstrom": [[-0.10800, 0.12879, 0.04623], [4.03960, 3.07204, -2.20607], [3.03065, 3.93571, -1.83688], [3.21645, 5.30561, -1.78302], [2.16306, 6.11969, -1.38918], [0.93727, 5.56408, -1.05976], [0.76683, 4.18670, -1.12274], [1.80970, 3.35695, -1.50596], [1.65008, 1.85043, -1.57353], [0.38299, 1.45607, -1.20494], [2.61471, 1.18289, -0.66923], [2.14560, 0.54594, 0.40099], [2.90886, 0.00490, 1.27221], [2.35195, -0.69506, 2.42657], [0.52192, -0.31675, 2.79788], [3.07652, -1.48206, 3.21846], [2.70050, -2.28513, 4.38976], [3.61935, -2.37351, 5.43636], [3.32611, -3.11007, 6.57166], [2.11979, -3.79085, 6.65925], [1.21911, -3.74305, 5.60509], [1.50360, -2.99466, 4.47346], [4.80142, 3.57703, -2.50761], [4.17838, 5.73434, -2.04151], [2.30674, 7.19112, -1.34050], [0.11353, 6.19621, -0.75816], [-0.19100, 3.74322, -0.88809], [1.87953, 1.49655, -2.58441], [3.60490, 1.25592, -0.84744], [3.99237, 0.01543, 1.17886], [4.13170, -1.51384, 2.95483], [4.56558, -1.85151, 5.35733], [4.04217, -3.15960, 7.38108], [1.88876, -4.37373, 7.54119], [0.29385, -4.30158, 5.65322], [0.81365, -3.00834, 3.64109], [-2.56581, -2.42621, 0.10018], [-2.99180, -1.12224, 0.21960], [-4.24489, -0.74448, 0.30590], [-4.17821, 0.61442, 0.39674], [-2.97149, 1.02157, 0.37240], [-2.15452, -0.07707, 0.26513], [-1.24348, -2.79856, 0.01065], [-0.80430, -4.03048, 0.14280], [0.54468, -3.92249, 0.00990], [0.89414, -2.70973, -0.18239], [-0.23792, -1.93894, -0.20377], [-3.25122, -3.15532, 0.19747]],
  "forces_ev_per_a": [[0.152, 0.153, 0.391], [-0.020, 0.025, 0.008], [0.087, -0.120, -0.045], [-0.023, 0.028, 0.020], [-0.018, 0.008, 0.006], [0.041, -0.022, -0.006], [-0.008, 0.000, -0.023], [-0.028, 0.108, 0.056], [-0.267, -0.033, 0.167], [0.320, 0.072, -0.429], [0.021, -0.165, -0.086], [0.033, 0.162, -0.136], [-0.142, -0.126, 0.195], [0.246, 0.063, -0.061], [-0.211, 0.017, -0.061], [0.073, -0.053, -0.016], [0.035, 0.118, -0.068], [-0.024, -0.010, 0.062], [0.011, 0.028, -0.045], [-0.020, -0.020, 0.017], [0.003, 0.010, -0.020], [-0.002, -0.072, 0.004], [0.003, 0.006, 0.000], [0.002, -0.007, -0.003], [0.002, -0.003, -0.014], [0.001, 0.003, -0.004], [0.004, -0.020, 0.007], [0.036, 0.075, -0.032], [0.052, 0.033, 0.100], [0.003, 0.016, -0.020], [-0.017, -0.057, -0.018], [-0.002, 0.002, 0.015], [-0.007, -0.005, 0.007], [0.006, -0.002, -0.002], [0.002, 0.000, 0.013], [0.011, 0.031, -0.013], [0.066, 0.044, -0.010], [0.046, -0.282, 0.025], [0.038, 0.277, -0.048], [-0.062, -0.215, 0.052], [0.000, -0.152, 0.029], [-0.338, 0.231, 0.045], [-0.246, 0.026, 0.079], [0.257, 0.035, -0.060], [-0.189, -0.058, 0.064], [-0.090, -0.009, -0.032], [0.174, -0.135, -0.110], [-0.013, -0.009, 0.000]]
}



3.
{
  "formula": "C18H15BrO4",
  "method": "ωB97M-V/def2-TZVPD",
  "e_tot_ev": -97129.3227,
  "homo_lumo_gap_ev": 7.0,
  "elements": ["C", "H", "O", "C", "C", "C", "C", "C", "C", "O", "C", "H", "H", "H", "H", "C", "C", "C", "C", "C", "C", "C", "C", "H", "H", "Br", "H", "H", "H", "C", "O", "O", "C", "H", "H", "H", "H", "H"],
  "positions_angstrom": [[7.19763, 0.16315, 1.26776], [6.88064, 1.08969, 1.64608], [6.03598, -0.88735, 1.46830], [4.92804, -0.54025, 0.89453], [4.64246, 0.60501, -0.00058], [3.41266, 0.85751, -0.24955], [2.48153, 0.00440, 0.04887], [2.72047, -1.45617, 0.64924], [4.03838, -1.63305, 1.13921], [4.39073, -2.59951, 1.82554], [3.53147, -3.79562, 2.28550], [2.75660, -3.47524, 2.75294], [3.12438, -4.05310, 0.98593], [4.03296, -4.45487, 2.75274], [1.95764, -2.18461, 0.76856], [1.10139, 0.17375, -0.43721], [-0.07177, -0.08151, 0.14166], [-1.43576, 0.07644, 0.03636], [-2.21647, 0.02927, -1.21239], [-3.43502, 0.38790, -1.21372], [-4.18294, 0.32420, -0.24402], [-3.55115, 0.26641, 1.25644], [-2.30655, -0.01393, 1.27771], [-1.79026, -0.01437, 2.29584], [-4.29396, -0.02165, 1.91090], [-6.19373, 0.65996, -0.31858], [-3.89958, 0.57607, -2.43517], [-1.56852, -0.05056, -2.04261], [0.23831, -0.54906, 1.26737], [1.04466, 0.79079, -1.83801], [0.33629, 0.29446, -2.74163], [2.05559, 1.55694, -2.15027], [2.86192, 1.97235, -0.94765], [2.42688, 2.75106, -0.41661], [3.77861, 2.54485, -1.50021], [5.29916, 1.25028, 0.20199], [7.40991, 0.10675, 0.02828], [8.12892, -0.15741, 1.88564]],
  "forces_ev_per_a": [[0.611, -3.984, -2.386], [-0.601, 1.295, 0.095], [5.628, 3.020, 0.664], [-1.821, 0.155, -2.500], [2.943, -8.230, 4.504], [-4.330, 1.437, -1.523], [-4.639, -8.670, 2.186], [2.387, 5.078, -0.820], [-6.111, 4.093, -3.555], [2.616, -6.100, 4.995], [0.195, 4.972, -12.593], [-5.020, 2.285, 3.063], [0.966, -0.337, 4.393], [4.234, -4.487, 2.771], [-0.704, -0.153, -0.046], [-0.892, 2.092, -2.430], [4.064, -2.400, 5.594], [-6.003, -1.286, -1.262], [10.640, -0.219, 3.856], [-4.270, 1.620, -12.032], [-5.874, 1.144, 11.317], [-5.798, -0.662, -6.495], [7.138, 1.078, 0.222], [-0.466, -0.510, -1.464], [-1.118, 0.233, 2.049], [2.144, -0.340, 0.040], [1.021, -0.559, 3.846], [0.085, -0.134, -1.125], [-1.114, 1.208, -2.674], [-0.938, -3.731, -1.592], [1.090, 1.797, 2.062], [0.965, 1.657, 1.451], [3.683, 2.739, -5.439], [-1.562, 0.963, 1.109], [-2.087, -1.239, 1.176], [5.293, 5.565, 0.149], [-0.440, 0.533, 3.673], [-1.914, 0.079, -1.279]]
}



| no. | E_LUMO (eV) |
| --- | --- |
| 1 | -0.455 |
| 2 | -0.751 |
| 3 | -0.427 |